Here is a molecular structure, C19H43CoOP3S at a distorted geometry from OMol25. Energies are from ωB97M-V/def2-TZVPD.

Cartesian coordinates (Å):
Co: -0.74 -0.20 0.12
P: 0.90 -1.01 1.34
P: 0.65 2.21 0.19
P: 0.10 -0.22 -1.86
H: -3.14 -0.66 -0.35
C: -2.14 -1.05 -0.52
C: -1.46 -1.70 0.67
H: -2.01 -1.66 1.61
C: 0.39 -1.47 3.03
C: 2.45 -0.11 1.71
C: 1.63 -2.59 0.74
C: -0.32 3.42 -0.81
C: 0.52 2.99 1.87
C: 2.38 2.75 -0.24
C: 0.33 -1.93 -2.51
C: 1.64 0.53 -2.50
C: -1.12 0.47 -3.05
H: -2.09 -1.63 -1.43
H: -1.06 -2.68 0.45
H: -0.33 -2.31 3.00
H: -0.08 -0.62 3.54
H: 1.28 -1.78 3.59
H: 2.23 0.87 2.15
H: 3.04 0.01 0.80
H: 3.01 -0.72 2.44
H: 0.87 -3.38 0.68
H: 2.40 -2.89 1.46
H: 2.08 -2.45 -0.24
H: 0.37 4.16 -1.23
H: -1.05 3.93 -0.16
H: -0.85 2.93 -1.63
H: 1.35 3.70 2.00
H: 0.58 2.23 2.66
H: -0.43 3.53 1.96
H: 2.38 3.27 -1.21
H: 3.06 1.90 -0.29
H: 2.75 3.45 0.53
H: 1.38 -2.06 -2.81
H: -0.32 -2.08 -3.39
H: 0.09 -2.70 -1.77
H: 1.89 0.03 -3.45
H: 2.47 0.37 -1.80
H: 1.51 1.60 -2.69
H: -1.10 -0.15 -3.95
H: -0.84 1.50 -3.30
H: -2.13 0.47 -2.63
C: -1.57 -6.66 -1.04
C: -1.60 -5.13 -1.13
C: -2.03 -4.74 -2.43
C: -2.88 -5.57 -3.16
C: -3.16 -6.89 -2.77
C: -2.46 -7.49 -1.70
O: -0.26 -6.67 -0.69
H: -0.42 -5.67 -0.85
H: -2.00 -4.66 -0.23
H: -1.79 -3.74 -2.75
H: -3.35 -5.19 -4.06
H: -3.89 -7.49 -3.32
H: -2.56 -8.53 -1.41
C: -3.52 1.76 0.16
S: -2.01 1.31 1.11
C: -2.82 0.74 2.65
H: -3.71 2.82 0.36
H: -3.36 1.61 -0.92
H: -4.35 1.14 0.52
H: -2.58 1.49 3.42
H: -3.90 0.71 2.48
H: -2.44 -0.24 2.97

- <S²> = 6.096
- E (eV) = -98742.3935
- net charge = +3
- orbital gap (alpha / beta) (eV) = 5.90 / 5.67
- spin multiplicity = 5

Okay, here come the natural (NBO) numbers, in e, for every atom: atom 1 (Co): 0.73, atom 2 (P): 1.01, atom 3 (P): 0.89, atom 4 (P): 1.00, atom 5 (H): 0.25, atom 6 (C): -0.66, atom 7 (C): -0.62, atom 8 (H): 0.26, atom 9 (C): -0.95, atom 10 (C): -0.94, atom 11 (C): -0.94, atom 12 (C): -0.95, atom 13 (C): -0.94, atom 14 (C): -0.93, atom 15 (C): -0.95, atom 16 (C): -0.95, atom 17 (C): -0.94, atom 18 (H): 0.21, atom 19 (H): 0.24, atom 20 (H): 0.25, atom 21 (H): 0.25, atom 22 (H): 0.27, atom 23 (H): 0.25, atom 24 (H): 0.25, atom 25 (H): 0.27, atom 26 (H): 0.23, atom 27 (H): 0.27, atom 28 (H): 0.25, atom 29 (H): 0.27, atom 30 (H): 0.26, atom 31 (H): 0.23, atom 32 (H): 0.26, atom 33 (H): 0.23, atom 34 (H): 0.26, atom 35 (H): 0.25, atom 36 (H): 0.24, atom 37 (H): 0.26, atom 38 (H): 0.27, atom 39 (H): 0.25, atom 40 (H): 0.22, atom 41 (H): 0.27, atom 42 (H): 0.25, atom 43 (H): 0.26, atom 44 (H): 0.26, atom 45 (H): 0.26, atom 46 (H): 0.24, atom 47 (C): 0.54, atom 48 (C): -0.43, atom 49 (C): -0.11, atom 50 (C): -0.11, atom 51 (C): -0.06, atom 52 (C): -0.24, atom 53 (O): -0.42, atom 54 (H): 0.45, atom 55 (H): 0.30, atom 56 (H): 0.23, atom 57 (H): 0.27, atom 58 (H): 0.28, atom 59 (H): 0.30, atom 60 (C): -0.71, atom 61 (S): 0.25, atom 62 (C): -0.71, atom 63 (H): 0.27, atom 64 (H): 0.24, atom 65 (H): 0.25, atom 66 (H): 0.27, atom 67 (H): 0.26, atom 68 (H): 0.23